Density functional theory data (ωB97M-V with the def2-TZVPD basis set) for a 2-piece molecular cluster, C2HBrF2O overall.

ORCA input file:
```
! RIJCOSX wB97M-V def2-TZVPD def2/J DEFGRID3
* xyz 0 3
C -0.798 2.725 -0.291
C -0.970 -0.035 -0.511
O -1.615 3.357 -0.796
F 0.289 3.083 0.367
F 0.224 -0.499 -0.183
Br -2.397 -0.373 0.657
H -1.343 -0.065 -1.574
*
```

Properties
- relative energy (zero: lowest compared OMol25 entry of this formula, charge and spin) (eV) = 0.000
- gap between HOMO and LUMO (spin up / spin down) (eV) = 9.00 / 9.48
- maximum force (eV Å⁻¹) = 1.94
- E (Eh) = -2925.63690
- HOMO level (spin up / spin down) (eV) = -8.22 / -11.23


Density functional theory data (ωB97M-V with the def2-TZVPD basis set) for C4H2CrO2 as an isolated structure.

ORCA input file:
```
! RIJCOSX wB97M-V def2-TZVPD def2/J DEFGRID3
* xyz 2 5
O 0.080 -1.606 -0.250
C -0.059 -1.212 0.907
H -0.568 -1.861 1.637
C 0.240 0.120 1.329
C 0.721 1.228 1.448
H 0.623 2.141 2.051
C -1.056 1.613 -2.678
O -0.513 0.651 -2.415
Cr 0.531 -1.076 -2.029
*
```

Properties
- relative energy (zero: lowest compared OMol25 entry of this formula, charge and spin) (eV) = 0.316
- gap between HOMO and LUMO (spin up / spin down) (eV) = 7.88 / 9.31
- maximum force (eV Å⁻¹) = 3.04
- E (Eh) = -1347.71243
- HOMO level (spin up / spin down) (eV) = -20.02 / -20.01


Density functional theory data (ωB97M-V with the def2-TZVPD basis set) for a 2-piece molecular cluster, CH3Br2ClOSi overall.

ORCA input file:
```
! RIJCOSX wB97M-V def2-TZVPD def2/J DEFGRID3
* xyz 0 1
C -0.552 0.662 0.450
O -1.105 -0.518 0.954
Si -2.414 -1.368 0.514
Cl -2.642 -2.899 1.763
Br -4.217 -0.149 0.405
Br -1.310 -1.824 -3.224
H 0.153 1.205 1.149
H -1.297 1.258 0.034
H -0.075 0.466 -0.554
*
```

Properties
- relative energy (zero: lowest compared OMol25 entry of this formula, charge and spin) (eV) = 4.141
- gap between HOMO and LUMO (spin up / spin down) (eV) = 7.93 / 5.28
- maximum force (eV Å⁻¹) = 2.74
- E (Eh) = -6012.89232
- HOMO level (spin up / spin down) (eV) = -10.02 / -8.52